C29H45CoN4O2SSi2 | wB97M-V/def2-TZVPD

Summary:
ΔE to the lowest compared entry with this formula, charge and spin, kcal/mol: 18.7
Largest force on an atom, eV/Å: 0.75
Total charge: +1
E, Ha: -3861.39161
Spin multiplicity: 4
Gap between HOMO and LUMO (alpha / beta), eV: 7.579 / 7.775

The geometry in XYZ format:
```
84
Properties=species:S:1:pos:R:3:forces:R:3
H 3.9055 -3.2686 3.0284 -0.0030 0.0161 0.0059
H 2.3237 -3.4708 -2.7452 -0.0051 0.0286 -0.0412
C -2.9549 4.7536 2.7199 0.0053 0.0087 -0.0496
Si -0.0716 -2.8060 -2.5669 0.0393 -0.0025 -0.1494
C -1.3402 -2.0167 -0.1849 -0.2326 -0.0297 0.0947
H 2.5462 -4.8758 -0.7535 0.0102 0.0374 0.0316
C -2.5083 4.2565 0.2835 -0.0322 -0.0723 0.0080
H -0.6323 -0.3652 -2.9334 -0.0372 -0.0312 0.0149
H -0.9369 -1.3506 -4.3574 -0.0254 0.0011 0.0350
C 0.7348 3.2416 -2.2052 -0.1616 0.0807 -0.0751
H -1.3848 -5.8396 -0.7543 0.0421 -0.0295 0.0224
C -1.9171 4.5234 -0.9421 -0.0752 0.0082 -0.0540
C 1.7345 -2.6066 -3.0640 0.1924 0.0123 0.0178
H 2.2244 -1.7283 -2.6158 -0.0091 0.0015 -0.0115
H 5.2366 -2.1354 3.2741 -0.0027 0.0037 0.0004
H -2.0584 -1.3795 -2.9816 0.0163 0.0169 -0.0611
C -0.2843 -4.2323 1.9856 -0.0647 0.0712 0.1889
C 4.2988 -2.2926 2.7436 0.0222 0.0246 0.0145
H 3.0848 -1.1481 4.1616 0.0674 -0.0263 0.0011
H -4.0049 4.4882 2.5899 0.0145 0.0027 -0.0108
O -0.0245 5.7312 -4.5052 -0.0854 0.0273 -0.0493
H 1.5477 0.7601 3.1878 -0.0462 0.0414 -0.0313
H 4.5117 -2.3053 1.6748 -0.0298 0.0181 0.0245
C -2.0386 0.2071 0.2167 0.1918 -0.1392 -0.0133
C 0.0373 -0.4775 4.1791 0.0424 0.0104 0.0203
H -0.2119 -6.7086 0.2429 0.0026 0.0500 -0.0310
C -2.3044 5.0666 1.3971 0.0102 0.0039 0.0108
H -0.4998 0.3793 4.5841 0.0038 -0.0075 -0.0016
C 3.3211 -1.1802 3.0943 0.2448 0.0613 0.1086
H -0.7410 -3.2753 2.2474 0.0296 -0.0134 0.0486
H 3.6680 -0.1941 2.7747 0.0732 -0.0312 0.0709
H 0.2236 -6.2057 -1.3859 -0.0539 -0.0349 0.0011
H 0.2022 0.2732 2.1378 -0.0741 0.0087 0.0351
H -0.2402 7.3270 -0.0793 -0.0082 -0.0123 -0.0004
H 0.6757 -0.8708 4.9722 -0.0023 0.0228 -0.0222
H -0.1600 -5.1954 -3.2688 -0.0324 0.0098 -0.0046
C -1.0030 -1.3353 -3.2661 -0.1534 0.1116 -0.0816
C 0.7211 1.8534 -2.1760 0.0233 -0.1949 0.0998
N -1.1129 -0.6827 -0.1790 -0.0776 0.3306 -0.0407
C 0.8436 -0.0431 2.9622 0.0273 0.1395 -0.0134
C -3.5106 -1.5711 0.7659 -0.0615 0.1622 0.0224
S 1.7670 -1.4233 2.2762 -0.3764 -0.4566 -0.4622
H -0.0818 3.3708 -4.0802 0.0940 -0.0003 -0.0071
H -1.3160 6.8448 2.0720 -0.0041 -0.0035 -0.0062
H 2.7743 3.6304 0.4555 -0.0042 0.0065 -0.0146
H -1.0358 -5.0079 2.1557 0.0210 0.0399 0.0031
H -4.4613 -1.9241 1.1471 0.0258 0.0056 -0.0037
H -1.7671 -4.5031 -3.0270 0.0150 -0.0688 -0.0773
N 1.3699 1.1298 -1.2617 0.1633 -0.0517 0.1473
H 2.6757 -3.4470 0.2782 -0.0112 -0.1094 -0.0042
H -3.9918 0.5360 1.0123 -0.0041 -0.0351 0.0018
H -0.3683 6.9849 -2.4745 -0.0881 -0.0078 -0.0175
C 2.1991 -4.4271 0.1816 0.2068 0.0409 -0.0040
C 2.1019 1.7655 -0.3335 -0.0805 0.1212 -0.1961
H -0.6892 -1.2454 3.9179 -0.0079 -0.0140 -0.0270
O 2.0847 -1.0606 0.8186 0.2290 0.4367 0.2351
C -0.3250 -5.9050 -0.4919 -0.0461 -0.1868 -0.0696
C -0.1577 5.2505 -3.4071 0.0835 -0.1033 0.2289
Si 0.3308 -4.3002 0.2064 0.0050 -0.0658 0.0625
H -1.7592 1.2545 0.1563 0.0132 -0.0156 -0.0176
C 2.1725 3.1445 -0.3001 0.0430 -0.0050 0.0622
N -0.0105 3.8673 -3.2039 0.0473 0.0130 -0.0238
C -0.2091 -2.7832 -0.7186 0.1039 0.6585 -0.0588
Co 0.8444 -0.8360 -0.7448 -0.2425 -0.6004 0.3281
C -1.0839 5.6285 -1.0772 0.1240 0.0521 -0.0770
C -1.4847 6.1777 1.2351 0.0204 0.0306 0.0067
H -2.4634 3.9123 3.2144 0.0075 0.0024 -0.0211
C -2.5681 -2.4753 0.3372 0.1852 -0.1436 -0.1520
H -2.7603 -3.5407 0.3697 -0.0197 0.0377 0.0006
H 0.5366 -4.4129 2.6847 -0.0500 -0.0111 -0.0105
C -0.7663 -4.3023 -3.4192 -0.1211 -0.1804 -0.1219
H -0.8504 -4.1360 -4.4975 0.0040 0.0167 0.0690
H 2.6270 1.1443 0.3762 -0.0148 -0.0246 0.0009
C -0.8779 6.4557 0.0193 0.0253 -0.0339 0.1193
H 2.5521 -5.0678 0.9954 -0.0052 0.0020 -0.0499
H -2.9062 5.6059 3.3961 0.0060 0.0006 -0.0186
H -3.1775 3.4056 0.3641 0.0090 0.0168 -0.0050
H 1.8536 -2.4917 -4.1455 -0.0535 -0.0798 0.0392
H -2.1372 3.8933 -1.7936 0.0299 0.0177 0.0146
N -0.4475 5.9951 -2.2931 -0.0229 0.0684 -0.0135
H 1.5307 4.9759 -1.2062 0.0038 -0.0153 -0.0040
H 0.1537 1.3115 -2.9204 -0.0104 0.0227 0.0043
C 1.4792 3.8971 -1.2284 0.0362 0.1136 -0.0394
C -3.2583 -0.1922 0.6957 -0.1244 -0.1772 0.0437
```
Positions in Å, forces in eV/Å.